Density functional theory data (ωB97M-V/def2-TZVPD) for a molecular structure, C39H45CsF4N3O6P.

Summary:
Frontier orbital gap in Eh: 0.22081
Relative energy (zero: lowest compared OMol25 entry of this formula, charge and spin) in eV: 0.000
E_tot in eV: -78637.4773
Highest occupied orbital energy in eV: -2.23

The geometry in ORCA input format:
```
! RIJCOSX wB97M-V def2-TZVPD def2/J DEFGRID3
* xyz -2 1
Cs -0.008 -0.182 -1.497
C -1.800 -2.216 -4.647
C -2.403 -3.073 -3.537
N -1.929 -2.670 -2.218
C -2.993 -2.314 -1.289
C -3.804 -1.107 -1.739
C -0.996 -3.620 -1.628
C 0.267 -3.852 -2.453
N 1.090 -2.664 -2.505
C 2.107 -2.596 -3.337
C 2.882 -1.384 -3.382
F 2.557 -0.362 -2.541
C 3.935 -1.180 -4.232
F 4.575 0.012 -4.190
C 4.376 -2.136 -5.136
C 3.675 -3.329 -5.110
F 4.057 -4.326 -5.948
C 2.613 -3.561 -4.273
F 2.046 -4.803 -4.329
H -2.146 -2.549 -5.629
H -0.712 -2.277 -4.614
H -2.088 -1.173 -4.503
H -2.163 -4.129 -3.718
H -3.494 -2.997 -3.573
H -2.524 -2.076 -0.332
H -3.675 -3.170 -1.113
H -3.164 -0.249 -1.944
H -4.500 -0.823 -0.949
H -4.389 -1.318 -2.636
H -1.482 -4.605 -1.472
H -0.722 -3.245 -0.636
H -0.033 -4.207 -3.446
H 0.793 -4.697 -1.979
H 5.202 -1.966 -5.806
O -0.436 2.271 0.170
C -1.130 3.388 -0.357
C -1.747 3.019 -1.769
O -2.162 3.963 -2.448
O -1.748 1.788 -2.014
C -2.287 3.776 0.555
C -2.611 2.992 1.657
C -3.677 3.331 2.479
C -4.431 4.465 2.214
C -4.111 5.251 1.113
C -3.051 4.910 0.291
C -0.085 4.490 -0.433
C 0.546 4.838 -1.620
C 1.574 5.771 -1.625
C 1.987 6.369 -0.444
C 1.363 6.026 0.748
C 0.335 5.097 0.748
H -0.952 1.483 -0.074
H -2.025 2.106 1.865
H -3.918 2.699 3.324
H -5.264 4.730 2.854
H -4.697 6.136 0.891
H -2.816 5.506 -0.582
H 0.219 4.388 -2.547
H 2.061 6.033 -2.557
H 2.791 7.095 -0.447
H 1.678 6.481 1.679
H -0.153 4.826 1.676
C 5.202 0.308 4.062
C 4.961 -0.921 3.201
O 4.767 -0.536 1.841
P 3.303 -0.692 1.125
O 2.320 -0.118 2.291
C 1.856 1.237 2.212
C 0.896 1.487 3.355
O 3.079 -2.275 1.434
C 1.984 -2.924 0.766
C 1.610 -4.162 1.552
H 5.415 0.006 5.089
H 4.317 0.944 4.054
H 6.046 0.881 3.676
H 4.098 -1.475 3.573
H 5.830 -1.584 3.232
H 1.340 1.408 1.265
H 2.711 1.922 2.270
H 0.046 0.808 3.272
H 0.530 2.513 3.293
H 1.386 1.335 4.318
H 2.278 -3.180 -0.254
H 1.130 -2.246 0.704
H 2.466 -4.834 1.623
H 0.793 -4.676 1.044
H 1.285 -3.896 2.557
N -4.187 -2.665 6.020
C -3.626 -2.260 5.096
C -2.927 -1.765 3.953
C -3.582 -1.038 2.954
C -2.875 -0.584 1.854
C -1.487 -0.784 1.643
C -0.882 -1.511 2.701
C -1.553 -1.994 3.810
H -4.646 -0.847 3.064
H -3.434 -0.024 1.104
H 0.191 -1.687 2.656
H -1.041 -2.551 4.591
*
```

Density functional theory data (ωB97M-V/def2-TZVPD) for 6 unconnected molecules or ions with the total composition C39H45F2N5O4SSi.

Summary:
Frontier orbital gap in Eh: 0.33339
E_tot in eV: -80957.5707
Highest occupied orbital energy in eV: -8.76
Structure (SMILES): C[Si](C)(CCC(F)(F)[C@H](OC=O)S(C)(=O)=O)c1ccccc1.c1ccncc1.c1ccncc1.c1ccncc1.c1ccncc1.c1ccncc1

The geometry in ORCA input format:
```
! RIJCOSX wB97M-V def2-TZVPD def2/J DEFGRID3
* xyz 0 1
C -0.233 -0.582 1.898
Si 0.124 -1.735 0.396
C 0.366 -3.495 1.070
C 1.659 -1.011 -0.489
C 2.298 -2.008 -1.579
C 3.670 -2.616 -1.171
F 3.601 -3.989 -1.494
F 3.759 -2.612 0.224
C 4.969 -2.080 -1.881
O 6.055 -2.171 -0.921
C 6.270 -0.981 -0.212
O 7.281 -0.379 -0.401
S 4.849 -0.472 -2.771
C 3.999 0.867 -1.875
O 4.163 -0.748 -4.047
O 6.163 0.064 -3.156
C -1.351 -1.518 -0.783
C -1.148 -1.414 -2.236
C -2.327 -1.204 -3.070
C -3.664 -1.088 -2.504
C -3.835 -1.215 -1.070
C -2.689 -1.424 -0.206
H -0.708 -1.128 2.745
H 0.698 -0.029 2.169
H -0.955 0.196 1.516
H 1.286 -4.006 0.668
H -0.526 -4.161 0.982
H 0.559 -3.386 2.177
H 2.416 -0.567 0.200
H 1.263 -0.146 -1.099
H 1.574 -2.871 -1.626
H 2.254 -1.529 -2.584
H 5.243 -2.835 -2.669
H 5.535 -0.556 0.527
H 4.458 1.856 -2.113
H 3.918 0.702 -0.772
H 2.946 0.902 -2.268
H -0.155 -1.465 -2.725
H -2.177 -1.093 -4.166
H -4.536 -0.897 -3.171
H -4.845 -1.120 -0.619
H -2.819 -1.498 0.897
N -6.406 -1.378 -4.062
C -6.543 -2.023 -5.225
C -7.754 -2.492 -5.708
C -8.890 -2.284 -4.942
C -8.773 -1.620 -3.732
C -7.516 -1.188 -3.341
H -5.626 -2.164 -5.787
H -7.806 -3.006 -6.659
H -9.855 -2.637 -5.285
H -9.637 -1.440 -3.107
H -7.374 -0.660 -2.404
N -2.064 0.201 4.539
C -1.774 0.361 5.834
C -2.360 1.323 6.643
C -3.299 2.172 6.077
C -3.614 2.026 4.735
C -2.973 1.031 4.016
H -1.031 -0.324 6.230
H -2.088 1.405 7.687
H -3.779 2.938 6.675
H -4.341 2.669 4.255
H -3.190 0.876 2.964
N 0.439 2.847 2.126
C -0.353 3.123 3.168
C -0.184 4.225 3.993
C 0.866 5.089 3.728
C 1.701 4.823 2.655
C 1.444 3.697 1.889
H -1.161 2.418 3.341
H -0.858 4.400 4.822
H 1.032 5.960 4.350
H 2.532 5.474 2.417
H 2.069 3.449 1.036
N 10.914 -4.176 -1.394
C 11.981 -3.377 -1.292
C 11.905 -1.996 -1.200
C 10.651 -1.405 -1.217
C 9.530 -2.211 -1.324
C 9.715 -3.582 -1.407
H 12.939 -3.885 -1.285
H 12.804 -1.399 -1.116
H 10.549 -0.328 -1.149
H 8.536 -1.786 -1.342
H 8.867 -4.255 -1.488
N -5.389 3.451 2.083
C -4.795 3.944 0.991
C -5.483 4.474 -0.088
C -6.868 4.493 -0.038
C -7.507 3.986 1.082
C -6.726 3.482 2.110
H -3.711 3.905 0.997
H -4.949 4.862 -0.946
H -7.442 4.898 -0.863
H -8.586 3.983 1.158
H -7.181 3.077 3.008
*
```

Density functional theory data (ωB97M-V/def2-TZVPD) for a molecular structure, C39H45MoN10O2S2.

Summary:
Frontier orbital gap (spin up / spin down) in Eh: 0.16590 / 0.19228
Relative energy (zero: lowest compared OMol25 entry of this formula, charge and spin) in eV: 4.566
E_tot in eV: -83693.9885
Highest occupied orbital energy (spin up / spin down) in eV: -2.49 / -3.22

The geometry in ORCA input format:
```
! RIJCOSX wB97M-V def2-TZVPD def2/J DEFGRID3
* xyz -1 3
Mo 0.423 -0.878 -0.976
N 1.978 -0.165 -2.444
C 1.912 1.280 -2.673
C 0.652 1.606 -3.461
N -0.591 1.156 -2.827
C -1.354 2.221 -2.164
C -1.678 1.919 -0.699
N -0.419 1.908 0.061
C -1.410 0.331 -3.727
C -0.822 -1.051 -3.970
N -0.761 -1.792 -2.700
H 2.857 -0.469 -2.045
H 1.888 -0.675 -3.317
H 2.788 1.663 -3.212
H 1.866 1.767 -1.696
H 0.735 1.123 -4.439
H 0.617 2.684 -3.656
H -2.303 2.390 -2.687
H -0.784 3.154 -2.212
H -1.668 -0.067 -0.946
H -2.359 2.679 -0.317
H -0.606 1.701 1.038
H 0.016 2.825 0.026
H -1.564 0.832 -4.695
H -2.387 0.204 -3.260
H 0.179 -0.983 -4.403
H -1.453 -1.562 -4.704
H -0.324 -2.703 -2.820
H -1.744 -2.001 -2.481
O -3.122 0.018 -7.130
S -4.348 -0.421 -6.511
O -5.434 -0.793 -7.377
N -4.042 -1.592 -5.409
C -4.298 -1.198 -4.187
S -4.058 -2.068 -2.764
C -4.807 0.222 -4.098
C -5.149 0.945 -2.967
C -5.572 2.258 -3.134
C -5.651 2.830 -4.403
C -5.308 2.102 -5.535
C -4.889 0.799 -5.346
H -5.081 0.465 -1.999
H -5.848 2.847 -2.267
H -5.988 3.854 -4.506
H -5.365 2.536 -6.524
N 1.598 -2.409 -0.675
C 2.630 -2.328 0.131
C 3.401 -3.411 0.593
C 4.225 -3.305 1.726
C 4.448 -2.179 2.466
C 3.966 -0.862 1.960
C 3.007 -0.940 0.684
H 3.202 -4.384 0.164
H 4.700 -4.221 2.072
H 5.116 -2.196 3.318
H 3.429 1.108 2.628
H 1.924 0.816 0.657
N 3.907 -0.806 5.293
C 4.867 -0.612 6.262
C 5.120 -1.233 7.478
C 6.202 -0.767 8.203
C 7.002 0.283 7.728
C 6.742 0.894 6.517
C 5.657 0.438 5.770
N 5.190 0.853 4.534
C 4.162 0.088 4.287
C 3.365 0.089 3.028
C 1.912 -0.247 3.202
C 1.154 -0.333 2.118
N 1.731 -0.173 0.802
C 4.141 -0.224 -0.034
C 4.945 -0.181 1.027
H 3.228 -1.546 5.240
H 4.507 -2.047 7.843
H 6.438 -1.223 9.156
H 7.844 0.613 8.324
H 7.360 1.700 6.143
H 1.468 -0.391 4.180
H 0.094 -0.543 2.161
H 4.303 0.080 -1.062
H 5.968 0.133 1.186
C -4.627 2.184 0.287
C -4.133 0.941 0.980
C -4.850 0.473 2.075
C -4.532 -0.722 2.691
C -3.483 -1.471 2.189
C -2.719 -1.042 1.109
C -1.632 -1.987 0.629
C -3.035 0.199 0.510
N -2.331 0.635 -0.631
H -5.705 2.273 0.419
H -4.418 2.149 -0.782
H -4.177 3.098 0.685
H -5.700 1.051 2.421
H -5.109 -1.080 3.533
H -3.238 -2.424 2.644
H -1.374 -2.685 1.426
H -0.662 -1.456 0.501
H -1.948 -2.567 -0.236
*
```

Density functional theory data (ωB97M-V/def2-TZVPD) for a molecular structure, C39H46BF2N8O4S2SiSn.

Summary:
Frontier orbital gap in Eh: 0.18728
Relative energy (zero: lowest compared OMol25 entry of this formula, charge and spin) in eV: 0.000
E_tot in eV: -102793.1710
Highest occupied orbital energy in eV: -9.20

The geometry in ORCA input format:
```
! RIJCOSX wB97M-V def2-TZVPD def2/J DEFGRID3
* xyz 1 1
Sn 0.452 -0.328 -0.486
O -0.853 2.430 6.944
S -0.615 1.696 8.179
O -1.709 1.730 9.116
O 0.717 1.848 8.725
C -0.566 -0.032 7.598
N -0.989 -1.018 8.389
C -0.983 -2.237 7.880
C -0.583 -2.516 6.577
C -0.107 -1.434 5.860
N -0.082 -0.207 6.372
C 0.278 -1.467 4.424
C 1.152 -0.484 3.939
C 1.296 -0.330 2.582
N 0.583 -1.057 1.693
C -0.151 -2.076 2.156
C -0.300 -2.330 3.503
H -1.332 -3.032 8.529
H -0.622 -3.521 6.181
H 1.630 0.189 4.637
H 1.905 0.469 2.181
H -0.689 -2.651 1.414
H -0.976 -3.113 3.819
N 3.121 -2.564 0.456
C 2.266 -3.341 -0.258
C 2.600 -4.677 -0.541
C 1.726 -5.443 -1.265
C 0.523 -4.885 -1.707
C 0.273 -3.575 -1.391
N 1.115 -2.802 -0.683
H 3.998 -2.933 0.775
H 2.901 -1.618 0.704
H 3.538 -5.079 -0.182
H 1.970 -6.474 -1.489
H -0.191 -5.460 -2.277
H -0.649 -3.104 -1.702
F 3.331 1.625 -2.124
B 2.204 1.729 -2.827
F 1.415 2.763 -2.517
C 0.675 6.720 4.725
C 0.344 5.535 3.876
C 0.884 5.391 2.596
C 0.624 4.287 1.815
C 1.271 4.185 0.463
C -0.240 3.284 2.341
C -0.454 2.056 1.669
O 0.147 1.670 0.639
C -0.815 3.431 3.639
C -1.681 2.377 4.275
C -0.508 4.553 4.373
H 1.531 7.268 4.334
H 0.890 6.403 5.746
H -0.178 7.401 4.764
H 1.553 6.155 2.218
H 1.869 5.074 0.272
H 0.533 4.081 -0.335
H 1.921 3.313 0.396
H -1.129 1.348 2.165
H -2.562 2.141 3.673
H -2.017 2.723 5.248
H -1.116 1.460 4.451
H -0.886 4.645 5.380
C -0.999 1.772 -3.717
Si 0.268 0.757 -4.648
C 0.374 1.387 -6.403
C -0.301 -1.027 -4.622
N 1.843 0.802 -3.825
C 2.754 -0.257 -4.171
C 3.142 -0.430 -5.495
C 3.970 -1.485 -5.850
C 4.432 -2.368 -4.886
C 4.067 -2.181 -3.561
C 3.230 -1.134 -3.206
H -1.968 1.582 -4.184
H -0.804 2.841 -3.785
H -1.065 1.515 -2.657
H -0.571 1.852 -6.694
H 0.584 0.589 -7.116
H 1.153 2.145 -6.504
H -1.221 -1.130 -5.204
H -0.502 -1.362 -3.602
H 0.443 -1.703 -5.048
H 2.809 0.274 -6.246
H 4.265 -1.606 -6.884
H 5.084 -3.185 -5.163
H 4.437 -2.851 -2.794
H 2.962 -0.987 -2.168
C -5.238 0.612 -3.911
C -4.408 -0.466 -3.306
C -4.305 -1.748 -3.777
C -3.461 -2.642 -3.108
N -2.789 -2.294 -2.007
C -2.905 -1.063 -1.545
S -2.154 -0.502 -0.093
N -3.684 -0.161 -2.204
C -3.251 -4.028 -3.612
H -5.844 0.217 -4.721
H -4.600 1.404 -4.307
H -5.897 1.055 -3.162
H -4.862 -2.053 -4.651
H -3.710 0.779 -1.825
H -4.123 -4.397 -4.147
H -3.001 -4.693 -2.789
H -2.410 -4.020 -4.312
*
```

Density functional theory data (ωB97M-V/def2-TZVPD) for 12 unconnected molecules or ions with the total composition C39H46BrN11O2.

Summary:
Frontier orbital gap in Eh: 0.32269
E_tot in eV: -131715.0453
Highest occupied orbital energy in eV: -9.34
Structure (SMILES): O=C1c2ccccc2C(=O)c2cc(CCCBr)ccc21.CC#N.CC#N.CC#N.CC#N.CC#N.CC#N.CC#N.CC#N.CC#N.CC#N.CC#N

The geometry in ORCA input format:
```
! RIJCOSX wB97M-V def2-TZVPD def2/J DEFGRID3
* xyz 0 1
O 1.708 -5.916 -2.530
C 1.536 -4.800 -2.085
C 2.653 -3.890 -1.688
C 3.809 -3.805 -2.444
C 4.803 -2.927 -2.035
C 4.629 -2.196 -0.872
C 3.475 -2.286 -0.113
C 2.463 -3.132 -0.535
C 1.156 -3.265 0.190
O 1.067 -3.262 1.394
C -0.024 -3.454 -0.716
C -1.260 -2.875 -0.482
C -2.297 -3.094 -1.375
C -3.652 -2.472 -1.124
C -4.862 -3.291 -1.587
C -4.847 -4.764 -1.139
Br -6.276 -5.099 0.136
C -2.077 -3.865 -2.511
C -0.845 -4.446 -2.759
C 0.177 -4.230 -1.851
H 3.884 -4.404 -3.342
H 5.698 -2.832 -2.635
H 5.424 -1.525 -0.569
H 3.360 -1.699 0.788
H -1.396 -2.254 0.395
H -3.659 -1.505 -1.636
H -3.751 -2.269 -0.055
H -5.745 -2.830 -1.149
H -4.975 -3.235 -2.671
H -3.911 -5.088 -0.694
H -5.037 -5.420 -1.985
H -2.905 -4.005 -3.196
H -0.697 -5.045 -3.649
C 1.536 0.605 1.104
C 0.999 0.065 -0.140
N 0.570 -0.365 -1.115
H 1.230 -0.028 1.937
H 2.622 0.639 1.055
H 1.165 1.612 1.258
C -0.444 -8.360 -2.433
C -1.810 -8.719 -2.803
N -2.887 -8.990 -3.093
H -0.398 -7.308 -2.160
H -0.115 -8.962 -1.589
H 0.225 -8.531 -3.274
C 1.040 5.167 2.211
C 1.949 4.280 1.489
N 2.673 3.592 0.923
H 1.572 6.047 2.559
H 0.232 5.483 1.554
H 0.619 4.645 3.068
C -7.150 -2.209 3.505
C -5.854 -2.093 2.847
N -4.838 -1.988 2.325
H -7.050 -1.970 4.562
H -7.856 -1.517 3.048
H -7.523 -3.227 3.401
C -5.389 1.792 2.470
C -6.831 1.564 2.438
N -7.955 1.329 2.419
H -5.169 2.654 3.098
H -4.891 0.913 2.878
H -5.014 1.971 1.463
C 2.305 -6.014 -5.906
C 3.616 -5.550 -6.350
N 4.649 -5.187 -6.690
H 2.288 -6.079 -4.819
H 1.537 -5.315 -6.234
H 2.094 -6.996 -6.327
C -4.209 0.778 -3.123
C -4.321 1.316 -1.769
N -4.410 1.724 -0.701
H -4.052 1.590 -3.830
H -3.370 0.086 -3.181
H -5.123 0.249 -3.384
C 3.622 8.734 3.743
C 2.253 8.292 3.504
N 1.176 7.939 3.317
H 3.649 9.415 4.591
H 4.257 7.874 3.952
H 4.002 9.248 2.862
C 5.052 9.687 7.830
C 4.526 10.591 6.813
N 4.136 11.298 5.997
H 6.103 9.905 8.007
H 4.495 9.811 8.757
H 4.958 8.657 7.491
C -1.141 -2.376 -6.053
C -1.945 -1.611 -5.108
N -2.569 -1.031 -4.341
H -1.790 -2.962 -6.702
H -0.541 -1.702 -6.662
H -0.480 -3.045 -5.505
C 7.697 11.775 4.783
C 7.797 10.352 5.090
N 7.844 9.234 5.346
H 8.113 12.360 5.601
H 8.248 11.996 3.871
H 6.651 12.047 4.647
*
```